The following is a DFT calculation (ωB97M-V/def2-TZVPD) of 4 unconnected molecules or ions with the total composition C15H36BO10P2 in a non-equilibrium geometry.

XYZ file:
```
64
Properties=species:S:1:pos:R:3:forces:R:3
C 2.41324 1.96674 3.77373 0.292 0.890 0.749
C 1.63884 3.28641 4.03246 0.132 0.415 -1.244
O 2.64992 4.23483 4.46830 0.370 -0.610 0.556
C 0.98343 3.86949 2.73394 -0.681 -0.504 0.681
B -0.48306 3.20279 2.36658 0.750 -0.718 -0.063
P -1.96480 4.33939 2.90075 -1.166 1.168 -0.123
P -3.65736 3.00317 3.27657 0.640 -0.797 -2.294
O -3.95317 2.27797 1.96964 0.140 0.865 2.247
O -3.22050 1.88001 4.44425 -1.241 1.358 -0.346
O -5.01281 3.85800 3.78157 1.558 -1.106 0.213
H 3.04400 1.78827 4.67497 -0.271 0.055 -0.531
H 3.08632 2.16404 2.91579 -0.374 -0.443 0.348
H 1.77683 1.08945 3.62219 0.093 0.498 -0.210
H 0.90513 3.13726 4.84894 0.132 0.151 -0.403
H 2.29835 5.11422 4.34938 -0.263 0.191 -0.145
H 0.83055 4.97529 2.83433 0.452 -0.548 0.027
H 1.64808 3.67300 1.87046 -0.052 0.278 0.503
H -0.64734 2.11367 2.84077 0.088 -0.227 0.204
H -0.57042 3.10191 1.16237 -0.304 0.118 -0.196
H -1.72980 4.96084 4.16745 -0.119 -0.545 0.078
H -3.26569 1.02800 4.00071 0.025 -0.213 -0.181
H -5.35351 3.41756 4.56555 -0.217 0.002 0.217
O 0.80286 0.21112 1.77273 0.263 -0.135 -0.136
C 1.28508 -0.76560 1.27346 -0.572 0.051 -0.279
O 2.61692 -0.85464 1.12102 0.557 0.123 0.307
C 3.28342 -2.04759 0.69759 -0.022 -0.030 -0.247
C 3.30251 -2.16076 -0.81253 -0.111 -0.037 -0.124
C 0.40912 -1.85511 0.71954 -0.143 -0.682 0.297
H 2.84909 -2.92611 1.17825 -0.067 0.008 -0.062
H 4.30487 -1.96219 1.06933 -0.071 0.153 0.102
H 2.29564 -2.22899 -1.22482 0.035 -0.045 0.017
H 3.86277 -3.04513 -1.12204 -0.013 -0.005 0.031
H 3.76594 -1.27649 -1.25264 0.023 -0.013 0.069
H 0.08575 -1.55786 -0.27730 0.069 -0.038 -0.023
H -0.46378 -1.96024 1.36297 -0.014 0.254 -0.061
H 0.88294 -2.83521 0.67951 0.054 0.045 -0.222
O 0.74149 -0.28875 -2.25060 -0.348 -0.255 -0.338
C -0.11840 0.54864 -2.38029 0.441 0.713 0.341
O -1.14016 0.32824 -3.22516 -0.141 -0.672 -0.191
C -2.29743 1.16907 -3.31515 -0.033 0.279 0.023
C -2.05326 2.34362 -4.23870 0.174 0.087 -0.050
C -0.01940 1.87468 -1.67437 -0.329 -0.132 0.432
H -2.63053 1.47686 -2.32339 0.100 0.043 0.001
H -3.08672 0.54105 -3.72852 0.140 -0.150 0.025
H -1.25541 2.98737 -3.86735 -0.089 0.020 0.081
H -2.95918 2.94245 -4.34239 0.007 -0.022 0.015
H -1.74717 1.99325 -5.22627 -0.090 -0.044 0.011
H 0.62226 2.53726 -2.25522 0.007 -0.011 -0.017
H 0.42742 1.71119 -0.69338 0.091 0.033 -0.089
H -0.97830 2.35553 -1.49757 0.056 0.088 -0.074
O 1.32914 -5.86897 -0.92176 0.172 0.038 -0.072
C 0.55944 -5.51428 -1.77351 -0.276 0.088 0.282
O 1.00915 -4.80739 -2.81820 0.469 -0.081 -0.295
C 0.21872 -4.49475 -3.97347 -0.265 0.217 0.006
C -0.61559 -3.25245 -3.74726 0.008 0.086 0.147
C -0.91866 -5.77498 -1.64331 -0.214 -0.469 -0.308
H -0.38061 -5.35525 -4.27841 -0.007 -0.030 0.105
H 0.93142 -4.31276 -4.77753 0.139 -0.059 0.151
H -1.33160 -3.38890 -2.93519 -0.046 -0.045 -0.075
H -1.16678 -2.99268 -4.65270 0.017 0.000 0.007
H 0.02024 -2.41007 -3.46959 -0.013 -0.005 -0.068
H -1.36027 -5.00190 -1.01552 0.005 0.009 -0.019
H -1.05392 -6.74470 -1.16677 0.086 0.137 0.187
H -1.44523 -5.81889 -2.59416 -0.036 0.213 0.028
```
Positions in Å, forces in eV/Å.

Summary:
- LUMO: 2.206 eV
- Gap between HOMO and LUMO: 6.264 eV
- Charge: -1



The following is a DFT calculation (ωB97M-V/def2-TZVPD) of a molecular structure, C15H36Br3HfO9S in a non-equilibrium geometry.

XYZ file:
```
65
Properties=species:S:1:pos:R:3:forces:R:3
Hf -1.49615 0.66306 -0.48667 -0.219 0.805 0.701
Br 0.30740 2.03516 -2.21557 -0.302 -0.588 0.375
Br -3.83163 -0.83168 -0.11083 0.431 0.285 -0.317
Br -2.59915 3.01552 0.77582 0.348 -0.817 -0.370
O 2.70585 2.23088 1.47578 -2.257 0.029 1.028
S 1.29557 2.19824 1.86561 -0.823 -0.270 -0.616
O 0.33936 1.56256 0.92426 2.264 1.390 2.550
O 1.09787 1.39055 3.34965 -1.444 0.078 -4.466
C 1.95512 1.59818 4.38491 1.552 0.055 2.251
C 1.81292 0.41913 5.32798 -0.727 -0.741 0.237
C 0.68052 3.89934 2.36584 0.957 -0.399 -0.208
H 1.68534 2.54509 4.85254 0.455 0.144 0.253
H 3.00903 1.51003 4.12110 0.077 0.909 -0.559
H 2.32259 -0.42964 4.87200 0.014 -0.091 0.144
H 0.77446 0.11281 5.45391 -0.173 0.142 -0.100
H 2.18571 0.55131 6.34369 0.323 0.376 -0.212
H -0.34902 3.87180 2.72274 0.061 -0.324 -0.434
H 0.85868 4.61326 1.56168 -0.508 -0.574 -0.596
H 1.33315 4.33638 3.12159 0.192 -0.742 0.427
C -2.00144 0.22837 3.15230 -0.231 0.064 -1.015
O -1.43761 -0.18475 1.83092 0.296 -1.049 2.158
C -0.58748 -1.36714 2.11091 -0.004 1.322 1.243
C -0.20769 -2.04258 0.82733 -2.906 -0.147 2.123
O 0.07471 -1.01163 -0.08242 1.760 -0.991 -0.337
C 1.29973 -1.34248 -0.72895 1.514 0.683 -1.694
C 2.64316 -1.06086 -0.05168 -0.436 1.297 1.200
O 2.53674 -1.14539 1.36632 0.928 -0.329 0.676
C 3.76861 -0.80209 2.06009 -0.585 0.209 -0.956
H -2.64378 1.09940 3.02263 0.300 -0.018 -0.392
H -1.22901 0.44127 3.89130 0.384 0.101 -0.423
H -2.62074 -0.55733 3.58501 -0.020 -0.334 -0.437
H -1.09433 -1.99347 2.84502 -0.552 -0.481 -0.550
H 0.27373 -1.05869 2.70359 0.362 0.578 -0.443
H -1.15257 -2.51750 0.56320 0.013 -0.264 -0.816
H 0.51336 -2.83006 1.04655 0.538 0.536 -0.558
H 1.35086 -0.70678 -1.61290 -0.320 -0.257 -0.154
H 1.35931 -2.37858 -1.06217 -0.835 -0.119 0.108
H 2.91770 -0.04412 -0.33271 0.216 0.275 0.193
H 3.42446 -1.71351 -0.44120 -0.085 -0.358 -0.094
H 3.65979 -0.93531 3.13643 -0.355 -0.107 -0.169
H 4.01084 0.23796 1.84163 -0.017 0.126 0.104
H 4.61876 -1.39695 1.72619 -0.072 -0.340 -0.126
C -3.80505 2.55662 -2.56787 0.407 1.138 1.147
O -2.79119 1.54917 -2.38800 -0.947 -0.155 -1.212
C -3.11716 0.60121 -3.37045 0.908 -2.901 0.035
C -2.03027 -0.47961 -3.57027 -0.059 1.297 -0.230
O -1.46656 -0.98106 -2.35092 -0.249 -0.299 -0.702
C -1.10574 -2.34437 -2.57488 0.590 -1.340 0.424
C -0.13863 -2.58685 -3.76162 -0.096 0.833 -0.456
O 0.97049 -1.70377 -3.69530 0.084 0.524 -1.078
C 1.47102 -1.35808 -4.99482 -0.101 -0.171 -0.357
H -3.48287 3.35694 -1.90170 -0.386 0.123 -0.190
H -4.81084 2.22303 -2.31251 0.142 -0.402 0.373
H -3.85704 2.88304 -3.60655 0.466 0.026 -0.025
H -3.32270 0.95657 -4.38019 0.265 0.814 0.080
H -4.01113 0.04506 -3.08829 -0.285 0.185 0.419
H -1.18975 -0.12598 -4.16740 -0.053 0.265 -0.053
H -2.55320 -1.24920 -4.13805 0.094 -0.366 0.167
H -2.01789 -2.91995 -2.73234 -0.195 0.017 -0.326
H -0.69438 -2.81163 -1.68015 0.076 0.692 0.187
H -0.71761 -2.45466 -4.67563 0.014 0.532 -0.309
H 0.27139 -3.58313 -3.92717 -0.376 -0.566 0.923
H 1.74320 -2.21615 -5.60942 0.283 -0.583 0.382
H 2.33861 -0.69925 -4.95818 -0.109 -0.106 0.629
H 0.75231 -0.86785 -5.65150 -0.580 0.380 0.441
```
Positions in Å, forces in eV/Å.

Summary:
- LUMO (alpha / beta): 0.412 / 0.412 eV
- Gap between HOMO and LUMO (alpha / beta): 5.576 / 8.506 eV
- Charge: 0
- 2S+1: 2
- ⟨S²⟩: 0.752



The following is a DFT calculation (ωB97M-V/def2-TZVPD) of 3 unconnected molecules or ions with the total composition C15H36IO11PS2 in a non-equilibrium geometry.

XYZ file:
```
66
Properties=species:S:1:pos:R:3:forces:R:3
C 3.73590 -4.43979 -0.96670 0.015 -0.863 1.259
C 3.33811 -3.21040 -0.07934 -0.929 -0.127 -0.998
C 3.37364 -1.78804 -0.82811 1.054 -1.635 1.747
I 3.79631 -1.97327 -2.94578 -0.067 0.220 0.295
O 2.12502 -1.16462 -0.48688 -0.435 2.056 -1.701
P 1.75010 0.18513 -1.37763 0.977 2.145 0.777
O 2.90605 1.08917 -1.72692 -2.181 -2.330 0.301
O 0.70885 1.08376 -0.39558 0.986 -2.160 -1.637
O 0.79705 -0.31928 -2.68398 0.939 1.488 1.615
O 0.37393 -1.65042 -2.57091 -0.068 -1.068 0.603
C -0.76984 -1.80317 -1.70790 -1.530 -0.732 -0.295
C -0.74128 -3.27724 -1.16111 -0.342 -0.116 -0.504
C -1.42248 -4.26119 -2.21212 0.268 0.379 0.320
C -1.36799 -3.44187 0.26164 0.501 -0.911 1.083
C -0.80290 -2.42626 1.33200 0.431 -0.100 -0.641
C -0.97232 -4.88970 0.79398 0.034 0.551 -0.033
H 3.70573 -5.33799 -0.28530 0.064 0.763 -0.566
H 2.98906 -4.67155 -1.76589 0.782 0.539 0.518
H 4.77988 -4.40039 -1.35603 -0.924 0.142 0.092
H 3.90940 -3.17676 0.88000 -0.173 0.134 -0.936
H 2.26672 -3.37886 0.21956 0.926 0.285 -0.253
H 4.24362 -1.24629 -0.37567 -1.004 0.082 -0.795
H -0.06943 1.28626 -0.94107 0.005 0.066 0.286
H -0.86426 -1.03207 -0.91018 0.562 -0.532 -0.518
H -1.68085 -1.73233 -2.36778 0.668 0.272 0.684
H 0.32760 -3.60401 -1.10908 -0.645 0.507 0.153
H -0.89715 -5.24836 -2.16872 -0.608 0.798 -0.265
H -2.51091 -4.41159 -1.99846 0.870 0.126 -0.058
H -1.34685 -3.82222 -3.23748 0.102 -0.541 0.745
H -2.48502 -3.40727 0.26349 0.792 0.181 -0.367
H -1.42182 -1.50285 1.44266 0.427 -0.791 0.082
H 0.21155 -2.11496 0.97793 -0.653 -0.088 0.342
H -0.63583 -2.94143 2.31361 -0.492 0.615 -0.757
H -1.13497 -5.68241 0.03038 0.120 0.513 0.581
H 0.11138 -4.86365 1.09074 -0.863 -0.164 -0.374
H -1.55473 -5.14266 1.71222 0.382 0.197 -0.720
C -0.64262 5.38194 -5.07231 0.223 0.194 -0.024
C -0.95105 4.73193 -3.73633 -0.542 0.390 -0.496
O 0.22322 4.19282 -3.12112 0.412 0.030 0.427
S 1.25479 5.21659 -2.41682 0.161 -0.615 0.164
C 2.21623 4.00729 -1.56181 -0.109 0.111 -0.120
O 0.53295 6.01209 -1.46014 0.118 0.051 -0.536
O 2.06935 5.82328 -3.43274 -0.396 0.129 0.339
H -0.02875 6.27418 -4.94306 -0.045 -0.036 0.007
H -1.56387 5.67659 -5.57801 -0.025 -0.083 0.061
H -0.08639 4.69694 -5.71441 -0.092 -0.024 0.025
H -1.44953 5.43209 -3.06091 0.170 -0.030 0.082
H -1.63234 3.89391 -3.89275 0.227 -0.127 0.191
H 1.59258 3.51725 -0.81842 0.007 0.009 -0.064
H 3.03998 4.52640 -1.07414 -0.074 0.113 -0.075
H 2.60300 3.28890 -2.27890 -0.039 0.027 0.040
C -4.07828 2.05486 5.89147 -0.041 -0.267 -0.152
C -2.90987 2.90625 5.43041 -0.842 0.317 0.156
O -1.72030 2.12895 5.24969 0.418 -0.395 -0.479
S -1.60377 1.20751 3.93337 0.444 0.235 0.482
C 0.11931 0.83954 4.07225 0.031 0.062 0.094
O -1.81105 2.02820 2.77181 -0.305 -0.390 0.291
O -2.34745 -0.00290 4.14569 0.017 0.401 -0.345
H -4.38594 1.35449 5.11384 0.002 0.051 0.025
H -4.93623 2.68205 6.13896 0.091 0.059 0.016
H -3.80298 1.46500 6.76739 -0.007 0.101 0.012
H -3.15349 3.45066 4.51464 0.146 -0.124 -0.053
H -2.68139 3.64894 6.19588 0.309 -0.127 -0.081
H 0.68763 1.75902 3.95135 -0.064 -0.016 0.003
H 0.37017 0.13463 3.28042 -0.132 0.036 -0.026
H 0.30487 0.38924 5.04510 -0.055 0.018 -0.028
```
Positions in Å, forces in eV/Å.

Summary:
- SMILES: CC[C@@H](I)O[P@](=O)(O)OOC[C@H](C)C(C)C.CCOS(C)(=O)=O.CCOS(C)(=O)=O
- LUMO: 0.285 eV
- Gap between HOMO and LUMO: 9.767 eV
- Charge: 0



The following is a DFT calculation (ωB97M-V/def2-TZVPD) of 9 unconnected molecules or ions with the total composition C15H36N6O21 in a non-equilibrium geometry.

XYZ file:
```
78
Properties=species:S:1:pos:R:3:forces:R:3
C 3.76525 1.56547 5.88760 -0.627 -0.116 0.234
N 3.07445 0.91502 4.73517 -0.261 0.480 0.255
O 2.28250 0.04131 4.99394 0.057 -0.247 -0.012
O 3.34004 1.31276 3.61785 0.132 -0.173 -0.124
H 4.49978 0.83567 6.21656 0.340 0.338 -0.048
H 3.02578 1.67784 6.67632 -0.062 -0.108 -0.058
H 4.10877 2.54734 5.58763 0.426 -0.200 -0.137
C 0.19171 -0.69335 -4.32827 -0.209 0.441 -0.101
N 0.10839 0.80044 -4.32441 -0.343 -0.594 0.907
O 0.96196 1.40255 -3.71654 0.433 0.354 -0.003
O -0.87325 1.29289 -4.82698 -0.212 0.270 -0.436
H 1.18320 -0.96641 -3.99456 0.081 -0.191 -0.367
H -0.13616 -0.97305 -5.32457 0.364 -0.400 0.046
H -0.53177 -1.04838 -3.60043 -0.053 0.093 -0.002
C 3.17471 -2.42690 2.58758 0.464 -0.187 -0.736
N 1.71912 -2.52156 2.34185 -0.368 0.425 0.404
O 1.02089 -1.60449 2.72067 -0.079 0.090 -0.247
O 1.30439 -3.54226 1.83735 0.062 -0.141 -0.219
H 3.68086 -2.32450 1.62632 -0.244 -0.261 -0.123
H 3.41625 -3.39805 3.00945 0.380 0.260 0.270
H 3.43523 -1.53685 3.14572 -0.373 -0.185 0.477
C 0.59516 5.32905 2.51644 0.303 1.013 -0.652
N 0.86060 4.64330 3.79294 0.330 -0.449 0.011
O 0.09753 3.75129 4.10628 0.010 0.231 0.087
O 1.88091 4.93249 4.38987 -0.183 0.052 0.117
H 0.78456 4.60907 1.72467 -0.416 -0.116 0.016
H 1.28931 6.15241 2.36367 0.238 -0.187 0.376
H -0.39825 5.76647 2.50316 -0.229 -0.571 0.047
C 0.52874 -4.45808 -1.31914 0.600 -0.370 1.265
N 1.21654 -4.53061 -2.62607 0.310 0.262 0.042
O 2.12538 -5.32755 -2.73221 -0.157 -0.122 -0.044
O 0.87262 -3.75948 -3.49875 -0.240 0.046 -0.097
H 1.27551 -4.68679 -0.55862 0.157 0.062 -0.189
H -0.18075 -5.27557 -1.21678 -0.357 0.264 -0.445
H 0.16577 -3.46066 -1.09807 -0.338 -0.031 -0.484
C -2.49243 -2.33767 2.68576 0.082 0.478 1.365
N -3.16157 -3.15914 1.67536 -0.037 -0.918 0.323
O -4.24012 -2.79770 1.27230 -0.370 0.479 -0.272
O -2.62840 -4.20367 1.35365 0.222 0.044 -0.148
H -1.56379 -2.78805 3.01813 0.230 0.088 -0.662
H -3.11548 -2.32364 3.58310 -0.355 -0.061 -0.295
H -2.42259 -1.30640 2.35158 0.220 -0.119 -0.272
C 3.71335 3.51097 1.81063 1.036 -1.094 -0.661
O 3.83230 4.77641 1.15556 -0.931 -0.004 0.818
C 4.73487 4.80567 0.19763 1.012 -0.273 -0.984
O 5.38936 3.88072 -0.22187 -0.268 -0.086 0.391
O 4.83347 6.04277 -0.26566 -0.588 0.603 0.056
C 5.74909 6.24902 -1.33757 -0.090 -0.160 -0.462
H 3.71010 2.71622 1.06331 -0.196 0.073 -0.102
H 2.83641 3.39015 2.42918 -0.101 0.776 0.040
H 4.61907 3.30461 2.37721 -0.106 0.239 0.342
H 6.75820 6.24628 -0.93821 0.140 0.098 -0.178
H 5.47958 7.18599 -1.81770 0.119 0.237 0.427
H 5.64351 5.49891 -2.12025 0.066 -0.303 0.282
C 1.39964 1.12932 0.67842 0.371 1.361 0.480
O 0.02547 0.80712 0.53795 -0.102 0.023 0.316
C -0.28631 -0.25232 -0.16386 0.009 -0.987 -1.260
O 0.45748 -1.03975 -0.70854 0.247 0.269 0.500
O -1.61168 -0.32353 -0.27177 -0.717 0.717 0.816
C -2.14555 -1.44367 -0.92297 0.172 -1.653 -0.706
H 2.07936 0.29692 0.82030 -0.249 -0.256 -0.259
H 1.45055 1.76554 1.56146 -0.120 -0.352 0.236
H 1.70638 1.81030 -0.11803 0.049 -0.530 -0.427
H -2.07504 -2.37086 -0.34968 0.382 0.220 0.336
H -1.59313 -1.66323 -1.83527 -0.116 0.206 -0.165
H -3.20760 -1.36591 -1.13320 0.049 0.855 0.071
C -8.86404 -2.63400 -5.83518 -1.558 0.490 -0.496
O -7.88843 -3.28283 -5.06518 0.320 -0.682 -0.207
C -7.34855 -2.59121 -4.07009 -0.369 0.496 0.108
O -7.78871 -1.56240 -3.62684 0.117 0.086 0.064
O -6.26414 -3.22610 -3.65937 0.065 -0.419 0.124
C -5.63905 -2.70335 -2.48421 0.100 0.634 -0.338
H -8.52446 -1.67099 -6.21103 0.215 -0.095 -0.109
H -9.82244 -2.44517 -5.33657 0.436 0.025 0.668
H -9.18306 -3.29610 -6.63920 0.702 -0.077 -0.148
H -5.06409 -1.81452 -2.75422 0.095 -0.079 -0.045
H -4.97535 -3.48786 -2.14059 -0.112 -0.005 0.255
H -6.37790 -2.36773 -1.76011 -0.008 -0.380 0.149
```
Positions in Å, forces in eV/Å.

Summary:
- SMILES: C[N+](=O)[O-].C[N+](=O)[O-].C[N+](=O)[O-].C[N+](=O)[O-].C[N+](=O)[O-].C[N+](=O)[O-].COC(=O)OC.COC(=O)OC.COC(=O)OC
- LUMO: -0.236 eV
- Gap between HOMO and LUMO: 10.504 eV
- Charge: 0



Energy values, unit a.u., following the record order: -2053.22721, -9438.51142, -2856.12939, -2501.14192.